# 1
# C17H30N4O5S

One molecule with the formula C17H30N4O5S in a non-equilibrium geometry (wB97M-V/def2-TZVPD, the Open Molecules 2025 dataset).

Its energy relative to the best compared isomer or geometry (same formula, charge and spin) is 3.5 kcal/mol. The SMILES is O=C(NCCCN1CCCC1=O)C1CCN(S(=O)(=O)N2CCOCC2)CC1.

Each line ends with the Löwdin charge.
Positions of all 57 atoms, in Å:
O1 1.551076 -2.126164 -1.821375  0.060
C1 0.498451 -2.132999 -1.214728  -0.467
N1 -0.603293 -1.502164 -1.655070  0.090
H1 -1.446084 -1.462881 -1.095200  0.082
C2 -0.591404 -0.681948 -2.841418  -0.159
C3 -0.472035 0.813015 -2.530234  -0.141
H2 0.481777 0.984456 -2.031520  0.090
H3 -0.493214 1.371727 -3.467629  0.111
C4 -1.571936 1.312000 -1.587057  -0.133
N2 -2.907610 0.978674 -2.016360  -0.060
C5 -3.602884 -0.069875 -1.549153  -0.455
O2 -3.217583 -0.848898 -0.693366  0.038
C6 -4.930272 -0.123313 -2.284312  -0.072
H4 -5.748475 -0.334278 -1.598847  0.121
C7 -5.030131 1.241505 -2.964098  -0.148
H5 -5.530041 1.197495 -3.929216  0.109
H6 -5.575473 1.936618 -2.325175  0.114
C8 -3.568290 1.684775 -3.090095  -0.139
H7 -3.440863 2.763564 -2.970063  0.125
H8 -3.142597 1.393074 -4.058628  0.125
H9 -4.880414 -0.937877 -3.010171  0.126
H10 -1.429624 0.863230 -0.601906  0.109
H11 -1.499951 2.399144 -1.485102  0.128
H12 0.271691 -0.990214 -3.435739  0.122
H13 -1.508106 -0.885021 -3.407133  0.119
C9 0.298096 -3.010515 0.036182  -0.200
C10 1.668663 -3.312044 0.665962  -0.115
C11 1.932996 -2.426001 1.890333  -0.183
N3 1.316562 -1.124128 1.782401  -0.232
S1 2.133645 0.117815 1.080817  0.648
O3 1.476224 0.619257 -0.088962  -0.273
O4 3.519760 -0.227702 1.010623  -0.252
N4 1.838442 1.270717 2.269404  -0.218
C12 2.553175 1.031505 3.508783  -0.164
H14 2.554126 -0.044260 3.679821  0.117
C13 3.986740 1.569953 3.445894  -0.188
H15 4.462980 1.520605 4.426757  0.128
O5 3.999534 2.932587 3.072904  -0.127
C14 3.394734 3.115884 1.811099  -0.185
H16 3.464610 4.183067 1.592848  0.128
C15 1.936001 2.653170 1.837464  -0.167
H17 1.491792 2.711398 0.844966  0.112
H18 1.361405 3.264101 2.541586  0.132
H19 3.936892 2.541344 1.045718  0.128
H20 4.558947 0.976772 2.720422  0.113
H21 2.001139 1.532322 4.311221  0.132
C16 -0.123175 -1.107042 1.623565  -0.171
C17 -0.651869 -2.439113 1.091024  -0.121
H22 -1.660800 -2.296626 0.704542  0.102
H23 -0.716427 -3.160233 1.909501  0.121
H24 -0.587347 -0.869575 2.589365  0.128
H25 -0.345746 -0.296692 0.928548  0.092
H26 1.546924 -2.895018 2.802781  0.127
H27 3.002481 -2.255008 2.009315  0.113
H28 2.427111 -3.117526 -0.095194  0.109
H29 1.739116 -4.358830 0.964667  0.117
H30 -0.129443 -3.943827 -0.350764  0.153

Atoms 1-2, force components in eV/Å:
0.37 0.11 -0.18
-0.29 -0.48 0.14

=====

# 2
# C17H30N5O18PS

A 6-piece molecular cluster, C17H30N5O18PS overall in a non-equilibrium geometry (wB97M-V/def2-TZVPD, the Open Molecules 2025 dataset).

The SMILES is CS(=O)(=O)C1=C(CCCCOC=O)C(=O)C(P(O)O)=CC1=O.C[N+](=O)[O-].C[N+](=O)[O-].C[N+](=O)[O-].C[N+](=O)[O-].C[N+](=O)[O-].

Each line ends with the Löwdin charge.
Positions of all 72 atoms, in Å:
C1 2.602449 -3.812842 0.248855  -0.136
S1 2.922122 -3.200017 -1.496106  0.748
O1 3.830820 -1.990752 -1.313728  -0.380
O2 3.554235 -4.267395 -2.341516  -0.357
C2 1.323507 -2.547196 -2.165640  -0.112
C3 1.237994 -2.038337 -3.489463  -0.060
C4 2.424295 -2.000075 -4.539580  -0.127
C5 2.901557 -0.511516 -4.927531  -0.166
C6 4.480149 -0.531457 -5.189924  -0.152
C7 5.378360 -0.071869 -3.952108  -0.187
O3 4.629678 0.455836 -2.827798  -0.123
C8 5.512644 0.881714 -1.805413  -0.267
O4 5.719869 2.073737 -1.518515  0.052
C9 -0.195503 -1.449492 -3.943710  -0.257
O5 -0.630619 -1.582750 -5.102323  0.080
C10 -0.970700 -0.644373 -2.783563  -0.219
P1 -1.921714 0.956649 -3.127051  0.917
O6 -0.871760 2.197574 -2.537025  -0.312
O7 -3.343462 1.050750 -2.178943  -0.302
C11 -0.888278 -1.166675 -1.456066  0.043
C12 -0.030270 -2.521725 -1.291260  -0.265
O8 -0.403225 -3.478467 -0.581602  0.037
H1 2.191957 -4.885367 0.161774  0.090
H2 1.782572 -3.155342 0.714468  0.063
H3 3.552445 -3.755849 0.869098  0.086
H4 2.017306 -2.484274 -5.504840  0.138
H5 3.319994 -2.642130 -4.230248  0.104
H6 2.540575 0.287591 -4.204831  0.120
H7 2.409944 -0.262315 -5.941158  0.120
H8 4.689974 0.053123 -6.150165  0.116
H9 4.784413 -1.618589 -5.427683  0.118
H10 6.108018 -0.886564 -3.591619  0.136
H11 6.050730 0.785951 -4.333045  0.133
H12 6.013495 0.062580 -1.184759  0.159
H13 -0.859859 2.182794 -1.548350  0.030
H14 -3.085198 1.452923 -1.318171  0.058
H15 -1.377171 -0.673416 -0.546689  0.103
C13 -1.156852 -2.419733 2.524725  0.061
N1 -1.218927 -0.936252 2.450133  -0.412
O9 -0.809812 -0.404476 1.429436  0.026
O10 -1.676161 -0.355658 3.417961  0.066
H16 -0.731144 -2.800697 1.598515  0.062
H17 -0.527412 -2.679496 3.375029  0.105
H18 -2.174396 -2.784339 2.660065  0.110
C14 0.551361 4.310691 1.656722  0.051
N2 -0.027977 3.013800 1.219853  -0.430
O11 -1.126413 3.040641 0.681078  0.041
O12 0.634553 2.016541 1.429145  0.069
H19 -0.145482 5.108104 1.406456  0.098
H20 0.704574 4.255681 2.733595  0.103
H21 1.494990 4.442736 1.129112  0.106
C15 -4.531123 0.104211 5.886894  0.045
N3 -5.118359 -1.189914 5.454076  -0.443
O13 -6.214119 -1.159177 4.921771  0.065
O14 -4.456012 -2.193222 5.664654  0.045
H22 -5.223977 0.905453 5.638053  0.101
H23 -4.373992 0.050546 6.964524  0.064
H24 -3.588337 0.230736 5.355076  0.089
C16 -1.223291 -0.608982 8.716274  0.047
N4 -2.219692 0.491725 8.655550  -0.434
O15 -3.397389 0.188946 8.762646  0.037
O16 -1.786050 1.618939 8.502561  0.073
H25 -1.749787 -1.551242 8.854195  0.098
H26 -0.674756 -0.607349 7.775307  0.101
H27 -0.563437 -0.408340 9.559166  0.102
C17 -3.506975 3.699232 -4.135158  0.007
N5 -4.003449 5.056348 -3.788066  -0.446
O17 -4.242744 5.819056 -4.708672  0.062
O18 -4.135300 5.307488 -2.601976  0.055
H28 -3.438787 3.616526 -5.217995  0.099
H29 -2.526154 3.581795 -3.677076  0.058
H30 -4.218515 2.977247 -3.737403  0.087

Atoms 1-2, force components in eV/Å:
-1.38 -0.50 -0.10
4.25 1.18 -0.03

=====

# 3
# C17H31BBrO10

A 4-piece molecular cluster, C17H31BBrO10 overall in a non-equilibrium geometry (wB97M-V/def2-TZVPD, the Open Molecules 2025 dataset).

The net charge is -1.

Each line ends with the Löwdin charge.
Positions of all 60 atoms, in Å:
C1 0.558853 3.989391 -0.468818  0.007
C2 0.975640 2.986692 -1.395447  -0.085
C3 1.589728 1.752888 -2.340480  -0.106
C4 2.195023 0.637242 -1.289903  -0.226
O1 3.667371 0.443014 -1.504964  -0.010
B1 3.957722 -0.688560 -0.603748  -0.915
C5 5.159398 -1.688671 -1.184955  -0.006
C6 5.054303 -3.222117 -0.530839  -0.264
O2 4.353635 -4.215199 -1.119116  -0.065
O3 5.706776 -3.580181 0.761321  -0.043
C7 4.355677 -0.426156 0.968486  -0.053
C8 4.609921 1.140389 1.375739  -0.571
O4 3.913065 2.200781 0.960703  -0.093
Br1 6.119480 1.505377 2.698644  0.550
O5 2.764925 -1.594774 -0.748646  -0.081
C9 1.564238 -0.887223 -1.303423  -0.187
C10 0.395051 -1.290659 -0.227338  -0.074
C11 -1.094612 -1.549197 -0.920306  -0.168
O6 -1.948642 -0.415151 -0.518602  -0.110
C12 -3.381798 -0.718133 -0.675588  -0.239
O7 -3.797410 -1.567415 -1.632397  -0.058
C13 -4.429232 0.084290 0.351561  -0.137
C14 -6.004278 -0.075842 -0.076651  -0.127
H1 0.165506 4.542359 0.513274  0.039
H2 2.499558 2.214594 -2.937177  0.125
H3 0.743671 1.316975 -3.043480  0.117
H4 1.888842 1.004770 -0.196084  0.146
H5 5.068768 -1.817432 -2.354793  0.130
H6 6.217721 -1.245927 -0.944447  0.108
H7 6.488160 -2.933679 0.837417  0.107
H8 3.583195 -0.913472 1.726490  0.150
H9 5.392828 -0.988423 1.152260  0.086
H10 1.249339 -1.206263 -2.385369  0.150
H11 0.689619 -2.334492 0.270631  0.135
H12 0.310334 -0.529448 0.659800  0.127
H13 -1.517674 -2.608548 -0.568390  0.137
H14 -1.031558 -1.543001 -2.093256  0.130
H15 -4.142278 1.237351 0.247743  0.129
H16 -4.187447 -0.208636 1.458446  0.118
H17 -6.616285 -0.262991 0.921905  0.084
H18 -6.351070 0.969025 -0.505572  0.065
H19 -6.210114 -0.922599 -0.873682  0.088
C15 -4.590613 -4.682787 -0.100802  -0.172
O8 -5.543278 -4.309191 -1.079234  -0.141
H20 -5.044817 -5.407632 0.578739  0.075
H21 -3.724694 -5.136949 -0.588788  0.077
H22 -4.282275 -3.800000 0.464571  0.066
H23 -5.112032 -3.666151 -1.667196  0.058
C16 -9.364473 2.102790 -0.566164  -0.165
O9 -8.317555 1.809248 -1.472955  -0.147
H24 -8.933702 2.485616 0.361930  0.081
H25 -10.021755 2.860418 -0.999971  0.073
H26 -9.930269 1.192268 -0.354372  0.076
H27 -8.729955 1.471950 -2.286177  0.088
C17 7.473408 4.738552 4.433230  -0.187
O10 6.169801 5.114818 4.028869  -0.145
H28 7.687722 5.188859 5.405222  0.075
H29 7.529838 3.650489 4.517753  0.042
H30 8.200646 5.095978 3.700152  0.074
H31 6.008054 4.700774 3.164243  0.061

Atoms 1-2, force components in eV/Å:
2.67 -7.53 -5.66
-2.67 6.14 6.34

=====

# 4
# C17H31BaN2O2P2

C17H31BaN2O2P2 as an isolated structure in a non-equilibrium geometry (wB97M-V/def2-TZVPD, the Open Molecules 2025 dataset).

Its energy relative to the best compared isomer or geometry (same formula, charge and spin) is 0.0 kcal/mol. The net charge is +1.

Each line ends with the Löwdin charge.
Positions of all 55 atoms, in Å:
Ba1 0.088588 -0.151283 0.105775  1.689
P1 2.334217 -1.411278 0.235912  0.502
C1 2.405482 -1.777720 -1.580363  -0.274
C2 1.131910 -2.080897 -2.344282  -0.332
N1 -0.012206 -1.566693 -1.906957  -0.146
C3 -1.199673 -1.731494 -2.480247  -0.331
C4 -1.272453 -2.508694 -3.626530  0.002
C5 -0.104763 -3.065296 -4.138898  -0.009
C6 1.110493 -2.847797 -3.497930  0.003
C7 -2.419337 -1.108193 -1.826529  -0.263
P2 -2.233316 0.453759 -0.837035  0.503
H1 2.031062 -3.265247 -3.878732  0.125
H2 -2.227844 -2.668571 -4.104771  0.124
H3 -0.141874 -3.671919 -5.042424  0.126
H4 -3.161308 -0.832159 -2.591816  0.100
H5 -2.895432 -1.882725 -1.185437  0.117
H6 2.903168 -0.908879 -2.091262  0.122
H7 3.114571 -2.617788 -1.651207  0.101
H8 1.868448 3.539546 -2.487730  0.021
O1 2.645796 3.411063 -3.042057  -0.061
H9 2.428687 3.736618 -3.926221  0.044
H10 -1.469093 4.614878 -0.407305  0.014
O2 -1.103730 5.384041 -0.867136  -0.064
H11 -1.532334 6.161057 -0.480296  0.050
C8 -2.235880 1.763975 -2.001408  -0.264
H12 -3.217258 1.716501 -2.476611  0.057
H13 -2.127391 2.746160 -1.508760  0.045
H14 -1.461050 1.699247 -2.786340  0.071
C9 -3.569358 0.548874 0.269391  -0.269
H15 -3.519930 1.465473 0.877638  0.078
H16 -4.454764 0.589168 -0.363739  0.056
H17 -3.659795 -0.306498 0.958317  0.054
C10 2.195721 -2.974554 1.037979  -0.262
H18 3.115821 -3.505455 0.783739  0.053
H19 2.142734 -2.858959 2.134462  0.072
H20 1.333486 -3.592610 0.726389  0.068
C11 3.773925 -0.542790 0.661316  -0.274
H21 3.794724 -0.298741 1.734445  0.072
H22 4.593709 -1.221682 0.431143  0.055
H23 3.918867 0.394828 0.097774  0.073
C12 -1.949113 -1.091135 3.178548  -0.085
C13 -1.001277 -0.012130 3.521687  -0.447
C14 -0.838282 0.585182 4.785337  -0.098
C15 0.170413 1.517184 4.664778  -0.096
C16 0.609277 1.479042 3.327100  -0.443
C17 1.698485 2.284647 2.738173  -0.076
N2 -0.118929 0.547312 2.630938  -0.180
H24 -1.838228 -1.373187 2.122488  0.021
H25 -2.975374 -0.745853 3.364162  0.079
H26 -1.741815 -1.968364 3.805925  0.082
H27 -1.410209 0.329346 5.687305  0.103
H28 0.574879 2.164721 5.452448  0.102
H29 1.453291 3.349769 2.843097  0.080
H30 2.631234 2.070581 3.277333  0.079
H31 1.823025 2.035632 1.678419  0.031

Atoms 1-2, force components in eV/Å:
0.59 3.78 4.67
0.70 -1.22 -0.66

=====

no.,E_LUMO (eV),energy (Ha)
1,0.66,-1659.23009
2,-1.87,-3032.75392
3,2.01,-4017.31573
4,-3.04,-1634.21413